No. 1
Below is a molecular structure, C25H47GeIrN3O2SeSi3, with properties calculated with ωB97M-V/def2-TZVPD.

Geometry (Å):
Ir (0.63, 0.66, 0.08)
C (2.85, 3.94, 2.35)
Si (1.87, 2.45, 1.81)
C (2.73, 0.86, 2.33)
C (0.19, 2.46, 2.67)
C (1.58, 2.55, -0.09)
Si (3.18, 2.74, -1.11)
C (3.58, 4.56, -1.24)
C (4.64, 1.84, -0.37)
C (2.92, 2.08, -2.85)
Si (0.18, 3.60, -0.69)
C (0.01, 3.70, -2.54)
C (0.17, 5.30, 0.07)
C (-1.39, 2.69, -0.18)
C (-2.63, 3.29, 0.00)
C (-3.74, 2.51, 0.29)
C (-3.59, 1.14, 0.40)
C (-2.34, 0.59, 0.23)
N (-1.27, 1.34, -0.06)
H (2.89, 3.98, 3.44)
H (2.38, 4.87, 2.00)
H (3.87, 3.91, 1.97)
H (2.93, 0.91, 3.41)
H (3.68, 0.70, 1.83)
H (2.11, -0.04, 2.18)
H (0.35, 2.58, 3.74)
H (-0.38, 1.52, 2.54)
H (-0.45, 3.28, 2.33)
H (3.83, 5.01, -0.27)
H (2.76, 5.13, -1.67)
H (4.45, 4.68, -1.89)
H (4.88, 2.16, 0.65)
H (5.52, 2.05, -0.99)
H (4.50, 0.76, -0.37)
H (3.08, 2.88, -3.58)
H (1.94, 1.65, -3.02)
H (3.65, 1.30, -3.07)
H (0.89, 4.15, -3.00)
H (-0.85, 4.32, -2.80)
H (-0.14, 2.72, -3.00)
H (1.16, 5.75, -0.03)
H (-0.09, 5.30, 1.13)
H (-0.53, 5.97, -0.45)
H (-2.72, 4.36, -0.09)
H (-4.71, 2.97, 0.43)
H (-4.43, 0.49, 0.60)
H (-2.17, -0.47, 0.32)
O (1.74, -0.13, -1.30)
N (2.28, -1.32, -1.15)
N (1.77, -2.05, -0.28)
O (0.71, -1.67, 0.38)
C (2.39, -3.34, -0.04)
C (3.77, -3.42, -0.10)
C (4.37, -4.66, 0.07)
C (3.59, -5.79, 0.27)
C (2.21, -5.69, 0.34)
C (1.60, -4.45, 0.19)
H (4.36, -2.53, -0.27)
H (5.44, -4.74, 0.03)
H (4.06, -6.76, 0.39)
H (1.60, -6.57, 0.48)
H (0.52, -4.35, 0.24)
C (-5.95, -5.07, -1.23)
Ge (-4.94, -3.53, -0.62)
C (-4.94, -2.05, -1.87)
C (-5.36, -2.98, 1.20)
C (-3.01, -4.29, -0.63)
Se (-1.72, -3.02, -0.16)
C (-1.73, -3.24, 1.75)
H (-7.01, -4.82, -1.25)
H (-5.80, -5.93, -0.57)
H (-5.64, -5.34, -2.24)
H (-5.90, -1.53, -1.82)
H (-4.80, -2.41, -2.89)
H (-4.15, -1.32, -1.65)
H (-6.43, -2.78, 1.25)
H (-4.84, -2.06, 1.48)
H (-5.14, -3.76, 1.92)
H (-2.84, -4.60, -1.66)
H (-2.98, -5.15, 0.04)
H (-2.70, -2.94, 2.14)
H (-0.94, -2.62, 2.15)
H (-1.55, -4.29, 1.98)

Values from the calculation:
Multiplicity: 2
<S²>: 0.75
Total charge: +2
Energy relative to the best compared isomer or geometry (same formula, charge and spin), kcal/mol: 53.3
HOMO (alpha / beta), eV: -13.73 / -13.73
E_LUMO (alpha / beta), eV: -7.02 / -8.83

Mulliken atomic charge list, values in e, 6 entries: 1.699, -1.022, -0.324, -0.924, -0.949, 0.199

No. 2
Below is a molecular structure, C25H47I2N3O8P, with properties calculated with ωB97M-V/def2-TZVPD.

Geometry (Å):
C (-0.22, -1.29, 3.89)
C (-1.36, -0.37, 3.41)
N (-0.82, 0.56, 2.42)
C (-1.79, 1.45, 1.74)
C (-1.15, 2.02, 0.46)
C (-0.22, 1.07, -0.37)
C (1.25, 1.50, -0.43)
C (2.07, 1.21, 0.83)
N (2.31, 2.47, 1.58)
C (2.45, 2.42, 2.95)
C (3.09, 1.22, 3.59)
O (2.10, 3.34, 3.64)
C (-2.04, 2.69, 2.70)
O (-2.18, 2.42, 3.91)
O (-2.11, 3.83, 2.16)
N (-3.11, 0.77, 1.55)
C (-4.26, 1.60, 1.57)
I (-4.71, 2.92, -0.03)
C (-5.06, 1.51, 2.64)
C (-4.75, 0.61, 3.80)
I (-6.81, 2.64, 2.85)
P (-3.24, -0.46, 0.35)
O (-3.02, 0.20, -1.16)
O (-2.07, -1.55, 0.66)
H (0.26, -1.71, 3.00)
H (0.53, -0.74, 4.45)
H (-0.62, -2.13, 4.44)
H (-2.13, -1.03, 3.00)
H (-1.77, 0.12, 4.29)
H (-0.21, 1.18, 2.94)
H (-0.54, 2.87, 0.75)
H (-1.89, 2.40, -0.23)
H (-0.57, 1.14, -1.40)
H (-0.30, 0.03, -0.08)
H (1.26, 2.56, -0.68)
H (1.69, 0.96, -1.27)
H (3.04, 0.87, 0.48)
H (1.66, 0.41, 1.44)
H (1.67, 3.20, 1.33)
H (3.02, 0.30, 3.01)
H (4.15, 1.45, 3.71)
H (2.67, 1.10, 4.58)
H (-4.32, -0.31, 3.42)
H (-5.66, 0.41, 4.36)
H (-4.02, 1.13, 4.42)
H (-2.29, -0.24, -1.62)
H (-1.27, -1.17, 1.07)
C (-4.39, -4.97, -3.16)
C (-3.46, -3.98, -2.47)
C (-3.91, -4.08, -1.02)
O (-4.39, -5.42, -0.84)
C (-4.51, -6.07, -2.11)
H (-4.02, -5.35, -4.11)
H (-5.37, -4.51, -3.34)
H (-2.42, -4.32, -2.57)
H (-3.52, -2.97, -2.87)
H (-4.74, -3.39, -0.82)
H (-3.12, -3.87, -0.32)
H (-3.71, -6.80, -2.20)
H (-5.47, -6.59, -2.15)
C (0.79, 3.14, -5.83)
C (1.85, 4.04, -5.19)
C (1.49, 3.94, -3.72)
O (0.92, 2.64, -3.53)
C (0.65, 2.04, -4.79)
H (1.07, 2.76, -6.82)
H (-0.15, 3.69, -5.93)
H (2.85, 3.61, -5.37)
H (1.85, 5.06, -5.56)
H (0.74, 4.69, -3.45)
H (2.35, 4.06, -3.06)
H (1.38, 1.24, -4.96)
H (-0.35, 1.60, -4.78)
C (6.58, -1.48, -0.73)
C (6.96, -2.53, 0.31)
C (5.84, -2.36, 1.33)
O (4.68, -1.93, 0.61)
C (5.06, -1.56, -0.72)
H (7.01, -1.67, -1.72)
H (6.91, -0.50, -0.40)
H (6.91, -3.53, -0.13)
H (7.95, -2.40, 0.74)
H (6.09, -1.58, 2.06)
H (5.61, -3.28, 1.87)
H (4.70, -2.33, -1.41)
H (4.59, -0.61, -0.98)

Values from the calculation:
Total charge: -1
Energy relative to the best compared isomer or geometry (same formula, charge and spin), kcal/mol: 11.6
HOMO, eV: -4.72
E_LUMO, eV: 2.13

Mulliken atomic charge list, values in e, 6 entries: -1.421, -0.290, 0.202, -0.193, -1.254, -0.196

| no. | E (Ha) |
| --- | --- |
| 1 | -6746.05928 |
| 2 | -2683.76420 |